[1]
# C18H14I2LuN4O5

A molecular structure, C18H14I2LuN4O5 (ωB97M-V/def2-TZVPD, the Open Molecules 2025 dataset).

The geometry in XYZ format:
```
44
Properties=species:S:1:pos:R:3:nbo_charge:R:1
Lu -0.648 1.633 -0.980 1.899
I -6.772 -1.798 -1.270 0.202
C -5.195 -0.434 -1.062 -0.164
C -4.634 0.125 -2.204 -0.265
C -3.631 1.054 -2.022 -0.147
I -2.260 1.739 -3.542 0.293
C -3.214 1.501 -0.766 0.234
O -2.333 2.463 -0.633 -0.834
C -3.649 0.756 0.350 -0.059
C -2.716 0.878 1.534 -0.238
N -1.412 0.349 1.024 -0.664
C -0.239 0.489 1.920 -0.269
C 0.950 -0.178 1.269 -0.034
C 1.789 -1.019 1.859 -0.089
C 2.830 -1.625 0.961 -0.356
C 3.564 -0.026 -0.985 -0.264
C 3.054 1.193 -1.087 0.067
N 1.695 1.307 -0.703 -0.648
C -4.657 -0.175 0.199 -0.211
H -4.957 -0.174 -3.191 0.252
H -3.074 0.310 2.394 0.212
H -2.580 1.921 1.819 0.239
H -1.557 -0.646 0.891 0.395
H -0.412 0.022 2.894 0.221
H -0.062 1.551 2.103 0.241
H 1.775 -1.270 2.912 0.245
H 2.702 -2.712 0.936 0.235
H 4.567 -0.317 -1.255 0.256
H 3.563 2.089 -1.409 0.246
H -5.009 -0.734 1.057 0.239
O 5.232 -2.033 0.868 -0.661
C 4.253 -1.317 1.454 0.790
O 4.488 -0.510 2.295 -0.510
C 2.526 -0.982 -0.431 -0.119
C 1.985 -1.921 -1.460 0.061
N 0.779 -1.569 -1.757 -0.186
N 0.223 -0.541 -1.118 -0.556
C 1.290 -0.049 -0.214 0.232
C 1.474 2.471 0.300 0.888
O 2.293 2.649 1.147 -0.535
O 0.363 3.038 0.023 -0.798
H 4.912 -2.713 0.270 0.482
H 2.488 -2.741 -1.948 0.241
H 0.213 -2.057 -2.442 0.440
```

Values from the calculation:
Energy relative to the best compared isomer or geometry (same formula, charge and spin), kJ/mol: 368.4
2S+1: 1
E, a.u.: -3120.3039
Charge: +1
E_HOMO, eV: -11.22

***

[2]
# C2H3IN

A gas-phase ion, C2H3IN (charge +1) (ωB97M-V/def2-TZVPD, the Open Molecules 2025 dataset).

The geometry in XYZ format:
```
7
Properties=species:S:1:pos:R:3:nbo_charge:R:1
N -1.814 -0.968 0.013 -0.504
C -1.197 0.142 0.141 0.573
C -0.016 1.067 -0.060 -0.555
I 2.155 0.007 0.011 0.277
H -2.059 -2.078 -0.439 0.592
H 0.369 2.000 0.338 0.338
H -0.316 0.734 -1.008 0.278
```

Values from the calculation:
Energy relative to the best compared isomer or geometry (same formula, charge and spin), kJ/mol: 349.9
2S+1: 1
E, a.u.: -429.9946
Charge: +1
E_HOMO, eV: -14.54
SMILES string: [NH+]#CCI

***

[3]
# C4H7N

2 unconnected molecules or ions with the total composition C4H7N (ωB97M-V/def2-TZVPD, the Open Molecules 2025 dataset).

The geometry in XYZ format:
```
12
Properties=species:S:1:pos:R:3:nbo_charge:R:1
C 1.860 0.382 -0.194 0.174
C -1.324 -0.378 -0.759 -0.467
C -1.196 -0.224 0.695 -0.476
C -0.499 0.628 -0.187 -0.177
N 2.185 -0.383 0.712 -0.683
H 2.363 0.968 -0.990 0.165
H -1.097 -1.318 -1.385 0.224
H -2.216 0.053 -1.303 0.208
H -2.049 0.048 1.338 0.213
H -0.567 -0.890 1.225 0.231
H -0.543 1.726 -0.308 0.209
H 3.084 -0.613 1.156 0.380
```

Values from the calculation:
Energy relative to the best compared isomer or geometry (same formula, charge and spin), kJ/mol: 499.9
2S+1: 1
E, a.u.: -211.1703
E_HOMO, eV: -7.57

***

[4]
# C3H7N3S

C3H7N3S in the gas phase (ωB97M-V/def2-TZVPD, the Open Molecules 2025 dataset).

The geometry in XYZ format:
```
14
Properties=species:S:1:pos:R:3:nbo_charge:R:1
C -0.175 -2.434 0.169 0.365
C 2.041 0.503 0.327 -0.431
C -1.871 0.850 -0.622 -0.786
N 0.096 -3.560 0.115 -0.432
N -0.818 -1.285 0.321 -0.924
N 0.612 0.881 0.197 -0.810
S -0.362 -0.132 -0.730 1.229
H 2.250 0.351 -0.751 0.212
H 2.308 1.447 0.762 0.226
H 2.220 -0.516 0.941 0.211
H -1.654 1.918 -0.752 0.249
H -2.179 0.496 0.382 0.263
H -2.541 0.457 -1.392 0.250
H 0.073 1.024 1.033 0.377
```

Values from the calculation:
Energy relative to the best compared isomer or geometry (same formula, charge and spin), kJ/mol: 312.3
2S+1: 1
E, a.u.: -680.8633
E_HOMO, eV: -8.80